# 1
C5H8S3 | ωB97M-V with the def2-TZVPD basis set

Properties
structure (SMILES)	S[C@@H]1[C@H]2SC[C@@H](S)[C@H]12
2S+1	1
charge	0
HOMO	-8.8	eV
Kohn-Sham gap	9.4	eV
electronic energy	-1389.74266	a.u.

Last column: Mulliken charge in e.
Cartesian coordinates (Å):
S: 2.905 1.370 -0.645  -0.2346
C: 1.907 0.065 0.099  0.0587
C: 0.887 -0.694 -0.783  -0.3094
S: -0.222 -2.036 -1.058  -0.1661
C: -1.559 -0.905 -0.358  -0.6858
C: -0.960 0.443 0.059  -0.4274
S: -2.088 1.268 1.395  -0.2010
C: 0.476 0.052 0.500  -0.2697
H: 1.758 2.204 -0.887  0.1431
H: 2.485 -0.523 0.887  0.2632
H: 0.831 -0.060 -1.649  0.2680
H: -2.020 -1.405 0.445  0.3856
H: -2.405 -0.721 -0.973  0.4778
H: -0.916 1.165 -0.707  0.3694
H: -1.411 0.455 2.312  0.1448
H: 0.332 -0.679 1.364  0.1833

---

# 2
C12H13ClN2O2Re | ωB97M-V with the def2-TZVPD basis set

Properties
2S+1	4
charge	+2
HOMO (alpha / beta)	-16.4 / -16.4	eV
Kohn-Sham gap (alpha / beta)	8.8 / 6.1	eV
electronic energy	-1262.86167	a.u.
⟨S²⟩	3.77

Last column: Löwdin spin population.
Cartesian coordinates (Å):
Cl: -0.257 -1.719 -3.770  0.9311
C: -1.353 1.931 -0.307  0.0529
C: -1.689 1.323 0.958  0.0404
C: -2.153 -0.009 0.700  0.0123
H: -1.577 1.779 1.945  0.0032
C: -2.087 -0.254 -0.734  0.0635
C: -1.607 0.971 -1.343  0.0103
H: -1.462 1.062 -2.420  -0.0002
H: -0.936 2.931 -0.446  0.0041
H: -2.513 -0.750 1.414  0.0002
C: -2.705 -1.400 -1.446  0.0478
Re: -0.155 0.112 -0.031  1.4462
C: 0.234 -1.460 1.090  0.0512
O: 0.491 -2.357 1.798  0.0677
C: 1.116 -0.162 -1.568  0.0622
O: 1.869 -0.284 -2.436  0.0753
H: -2.694 -2.312 -0.841  0.0008
H: -2.168 -1.608 -2.388  0.0180
H: -3.744 -1.107 -1.652  0.0082
C: 3.566 -0.426 0.791  0.0020
C: 2.830 0.805 1.137  0.0292
N: 1.572 1.190 0.951  0.0487
C: 1.438 2.474 1.510  0.0015
C: 2.644 2.845 2.018  0.0056
N: 3.499 1.784 1.772  0.0158
H: 4.403 -0.142 0.141  0.0007
H: 3.964 -0.855 1.719  0.0008
H: 2.900 -1.125 0.288  -0.0001
H: 0.501 3.027 1.505  -0.0003
H: 2.934 3.761 2.515  0.0001
H: 4.476 1.712 2.007  0.0006

---

# 3
C29H53BGeN6S3Se3TeTi | ωB97M-V with the def2-TZVPD basis set

Properties
2S+1	1
charge	+2
HOMO	-13.3	eV
Kohn-Sham gap	7.0	eV
electronic energy	-13083.30546	a.u.

Last column: Mulliken charge in e.
Cartesian coordinates (Å):
Ti: -1.117 -0.922 0.790  1.2594
C: -3.003 2.274 -3.358  -1.4517
C: -3.884 2.199 -2.114  1.1739
C: -5.082 3.124 -2.296  -2.2308
C: -4.390 0.782 -1.845  -1.2523
N: -3.089 2.673 -0.921  0.5874
C: -3.423 3.769 -0.145  -0.3909
C: -2.485 3.886 0.817  -1.2016
N: -1.571 2.871 0.643  0.0411
B: -0.357 2.703 1.582  0.7642
N: -0.617 1.762 2.806  1.0648
C: 0.149 1.938 3.934  -1.1562
C: -0.448 1.282 4.951  -0.5931
N: -1.590 0.690 4.456  0.5735
C: -1.652 0.973 3.134  0.0839
S: -2.790 0.318 1.984  -0.2910
C: -2.691 0.122 5.333  1.0398
C: -2.981 -1.328 4.971  -1.1184
C: -2.231 0.178 6.786  -2.1885
C: -3.923 1.006 5.156  -1.5319
N: 0.941 2.341 0.803  0.5083
C: 1.654 3.382 0.250  -1.4711
C: 2.814 2.890 -0.221  -0.3472
N: 2.829 1.535 0.042  0.6046
C: 1.663 1.218 0.655  -0.0627
S: 1.204 -0.390 1.188  -0.0539
C: 4.016 0.654 -0.278  1.3508
C: 5.149 1.528 -0.810  -2.3244
C: 4.500 -0.039 0.994  -1.6300
C: 3.607 -0.336 -1.358  -0.8682
C: -1.962 2.141 -0.413  -0.8330
S: -1.089 0.758 -0.998  0.1389
H: -3.584 1.943 -4.219  0.4776
H: -2.126 1.635 -3.279  0.2041
H: -2.680 3.299 -3.541  0.3929
H: -5.638 2.777 -3.165  0.4661
H: -4.782 4.154 -2.492  0.5139
H: -5.757 3.097 -1.440  0.4908
H: -5.127 0.523 -2.604  0.5397
H: -4.879 0.727 -0.870  0.3315
H: -3.591 0.046 -1.884  0.0394
H: -4.282 4.377 -0.344  0.5862
H: -2.379 4.613 1.601  0.6810
H: -0.162 3.783 2.062  -0.1807
H: 1.035 2.548 3.929  0.6741
H: -0.163 1.215 5.983  0.6175
H: -2.094 -1.949 5.095  0.3200
H: -3.361 -1.422 3.957  0.0487
H: -3.752 -1.700 5.646  0.4932
H: -1.336 -0.420 6.957  0.4672
H: -3.027 -0.242 7.398  0.4449
H: -2.062 1.199 7.128  0.5263
H: -4.322 0.954 4.144  0.3309
H: -3.689 2.045 5.394  0.3909
H: -4.702 0.670 5.839  0.4920
H: 1.280 4.389 0.259  0.7129
H: 3.625 3.396 -0.704  0.6182
H: 5.473 2.274 -0.084  0.5465
H: 4.892 2.018 -1.749  0.4985
H: 5.998 0.876 -1.009  0.4384
H: 4.713 0.693 1.774  0.3937
H: 5.425 -0.568 0.767  0.5107
H: 3.787 -0.765 1.376  0.2473
H: 3.300 0.187 -2.266  0.5126
H: 2.792 -0.968 -1.018  -0.6783
H: 4.459 -0.973 -1.599  0.6164
Se: -0.385 -2.493 2.556  -0.3223
Se: -2.519 -3.085 1.874  -0.1708
Te: -2.156 -4.536 -0.151  -0.1415
Se: -1.734 -2.318 -1.326  -0.3349
C: 3.205 -0.881 -5.939  -1.5382
C: 2.250 -1.757 -5.142  0.3942
C: 0.818 -1.233 -5.152  -0.7099
C: -0.154 -2.162 -4.418  -0.7082
Ge: 0.436 -2.388 -2.576  0.2961
C: 1.377 -4.004 -2.050  -0.8759
C: 1.659 -4.192 -0.547  0.4306
C: 3.139 -4.118 -0.185  -0.0746
C: 3.382 -4.441 1.283  -1.4210
H: 4.227 -1.254 -5.891  0.4018
H: 3.203 0.145 -5.562  0.3121
H: 2.913 -0.846 -6.989  0.4065
H: 2.612 -1.823 -4.104  -0.2270
H: 2.265 -2.780 -5.533  0.3217
H: 0.486 -1.098 -6.184  0.4981
H: 0.796 -0.240 -4.690  0.2107
H: -0.195 -3.144 -4.894  0.5505
H: -1.169 -1.762 -4.411  0.5029
H: 1.035 -1.091 -2.029  -0.0373
H: 2.319 -3.954 -2.608  0.5468
H: 0.828 -4.844 -2.480  0.5012
H: 1.272 -5.163 -0.228  0.5013
H: 1.117 -3.454 0.055  -0.5921
H: 3.517 -3.117 -0.405  -0.1611
H: 3.702 -4.806 -0.820  0.4692
H: 2.834 -3.752 1.932  0.2059
H: 4.438 -4.371 1.538  0.4041
H: 3.050 -5.453 1.520  0.4014

---

# 4
C5H10O2 | ωB97M-V with the def2-TZVPD basis set

Properties
2S+1	1
charge	0
HOMO	-8.5	eV
Kohn-Sham gap	9.2	eV
electronic energy	-346.83772	a.u.

Last column: Mulliken charge in e.
Cartesian coordinates (Å):
C: 2.139 1.096 -0.642  -0.7511
O: 0.769 0.917 -0.374  -0.2791
C: 0.438 -0.434 -0.401  -0.5840
C: -0.412 -1.761 1.747  -0.3795
O: -1.122 -1.821 0.657  -0.2334
C: -1.080 -0.658 -0.240  0.2431
C: -1.922 0.485 0.300  -1.1812
H: 2.768 0.663 0.151  0.3064
H: 2.409 0.621 -1.597  0.3124
H: 2.320 2.170 -0.704  0.2386
H: 0.795 -0.923 -1.318  0.3698
H: -0.110 -0.684 1.903  0.2333
H: 0.958 -0.988 0.407  0.4088
H: -1.524 -1.005 -1.180  0.3164
H: -1.861 1.353 -0.362  0.3264
H: -2.971 0.170 0.359  0.3815
H: -1.596 0.800 1.295  0.2716

---

# 5
C23H51F8NO9S2 | ωB97M-V with the def2-TZVPD basis set

Properties
structure (SMILES)	O=S(=O)(F)NS(=O)(=O)C(F)(F)C(F)(F)C(F)(F)F.CCOCC.CCOCC.CCOCC.CCOCC.CCOCC
2S+1	1
charge	0
HOMO	-9.5	eV
Kohn-Sham gap	7.1	eV
electronic energy	-3233.69800	a.u.

Last column: Mulliken charge in e.
Cartesian coordinates (Å):
O: 0.489 -1.955 0.161  -0.5386
S: 1.220 -0.557 0.199  1.0457
O: 2.487 -0.764 1.106  -0.3792
F: 1.704 -0.151 -1.395  -0.1845
N: 0.138 0.581 0.962  -0.2660
S: -0.773 1.535 -0.178  0.6735
O: 0.208 2.413 -1.050  -0.5383
O: -1.580 2.591 0.674  -0.3856
C: -1.879 0.571 -1.336  0.5107
F: -1.309 -0.690 -1.863  -0.1824
F: -2.090 1.457 -2.543  -0.2188
C: -3.376 0.229 -0.768  0.5421
F: -4.378 1.334 -1.010  -0.2422
F: -3.882 -0.920 -1.609  -0.2204
C: -3.438 -0.297 0.783  0.4924
F: -3.712 0.812 1.773  -0.1896
F: -4.665 -1.175 0.868  -0.2409
F: -2.305 -1.172 1.191  -0.1683
H: 0.765 1.272 1.469  0.4261
C: 1.750 -4.506 -5.142  -1.1506
C: 1.723 -3.323 -4.187  -0.2416
O: 0.500 -2.591 -4.224  -0.4469
C: -0.682 -3.313 -3.887  -0.4238
C: -0.656 -3.891 -2.482  -0.3607
H: 1.572 -4.171 -6.171  0.2861
H: 2.721 -5.010 -5.099  0.4030
H: 0.981 -5.242 -4.901  0.2624
H: 2.516 -2.625 -4.472  0.3858
H: 1.943 -3.639 -3.163  0.2623
H: -0.874 -4.091 -4.632  0.4092
H: -1.515 -2.603 -3.961  0.2725
H: 0.153 -4.614 -2.351  0.3965
H: -1.600 -4.400 -2.263  -0.0234
H: -0.507 -3.096 -1.743  0.0277
C: -4.275 4.508 5.074  -1.0006
C: -3.247 5.555 4.678  -0.3257
O: -2.417 5.154 3.590  -0.4348
C: -3.079 4.863 2.361  0.2243
C: -3.857 6.041 1.800  -1.1833
H: -3.780 3.566 5.338  0.2725
H: -4.860 4.852 5.933  0.3870
H: -4.972 4.293 4.261  0.2518
H: -2.583 5.734 5.529  0.3262
H: -3.726 6.513 4.454  0.3025
H: -3.722 3.984 2.478  0.1016
H: -2.299 4.581 1.644  0.1116
H: -4.655 6.362 2.472  0.2845
H: -4.311 5.775 0.841  0.3776
H: -3.193 6.899 1.647  0.3394
C: -4.558 -4.566 -1.231  -0.8421
C: -5.701 -3.954 -2.025  -0.3090
O: -6.495 -4.919 -2.713  -0.4505
C: -7.144 -5.898 -1.905  -0.3032
C: -8.106 -5.304 -0.890  -0.9902
H: -3.906 -5.154 -1.888  0.2490
H: -3.962 -3.781 -0.753  0.3004
H: -4.919 -5.235 -0.447  0.2675
H: -5.282 -3.291 -2.789  0.2284
H: -6.334 -3.329 -1.388  0.2938
H: -6.400 -6.538 -1.418  0.2954
H: -7.707 -6.545 -2.588  0.3285
H: -7.597 -4.653 -0.176  0.2413
H: -8.603 -6.098 -0.326  0.3859
H: -8.870 -4.702 -1.395  0.2773
C: 5.865 -2.150 1.653  -1.0654
C: 5.368 -1.117 2.651  -0.0673
O: 6.350 -0.742 3.615  -0.4607
C: 7.547 -0.159 3.108  -0.5211
C: 7.311 1.121 2.324  -0.7610
H: 6.209 -3.052 2.174  0.3133
H: 5.063 -2.427 0.960  0.3657
H: 6.702 -1.776 1.061  0.2693
H: 4.528 -1.543 3.208  0.3102
H: 4.981 -0.230 2.142  0.1443
H: 8.100 -0.892 2.511  0.2939
H: 8.177 0.070 3.975  0.3474
H: 6.693 0.952 1.440  0.0928
H: 8.264 1.545 1.992  0.4694
H: 6.797 1.861 2.946  0.2742
C: 4.065 2.141 -1.044  -0.9194
C: 3.568 3.174 -0.045  0.0511
O: 4.550 3.549 0.919  -0.4327
C: 5.747 4.132 0.412  -0.2511
C: 5.511 5.412 -0.372  -1.2517
H: 4.409 1.239 -0.523  0.1666
H: 3.263 1.864 -1.736  0.2814
H: 4.902 2.515 -1.635  0.4015
H: 2.728 2.748 0.512  -0.0714
H: 3.181 4.061 -0.555  0.3309
H: 6.300 3.399 -0.185  0.2823
H: 6.377 4.361 1.279  0.4144
H: 4.893 5.243 -1.256  0.2747
H: 6.464 5.836 -0.705  0.4103
H: 4.997 6.152 0.250  0.3067

---

# 6
C4H8FN3 | ωB97M-V with the def2-TZVPD basis set

Properties
structure (SMILES)	[H]/N=C(\NN)[C@H]1C[C@@H]1F
2S+1	1
charge	0
HOMO	-9.5	eV
Kohn-Sham gap	10.3	eV
electronic energy	-421.27531	a.u.

Last column: Mulliken charge in e.
Cartesian coordinates (Å):
H: 0.962 -1.156 2.003  0.2579
N: 0.830 -1.095 0.994  -0.6908
C: 0.032 -0.139 0.732  0.1806
N: -0.669 0.584 1.701  -0.0902
N: -0.583 0.203 3.065  -0.7564
C: -0.216 0.432 -0.623  -0.1229
C: 1.038 0.685 -1.408  -0.7690
C: 0.140 -0.414 -1.802  0.0556
F: -0.581 -0.322 -2.957  -0.3060
H: -0.668 1.638 1.675  0.2864
H: -0.889 -0.779 3.087  0.3102
H: 0.389 0.256 3.412  0.2600
H: -1.055 1.120 -0.671  0.4577
H: 2.007 0.516 -0.934  0.2731
H: 1.060 1.529 -2.123  0.2707
H: 0.401 -1.452 -1.541  0.3829

---

# 7
C40H41CoFNO4Si | ωB97M-V with the def2-TZVPD basis set

Properties
2S+1	5
charge	0
HOMO (alpha / beta)	-8.3 / -8.3	eV
Kohn-Sham gap (alpha / beta)	8.6 / 5.3	eV
electronic energy	-3676.58528	a.u.
⟨S²⟩	6.05

Last column: Löwdin spin population.
Cartesian coordinates (Å):
Co: 0.388 -0.832 -1.088  2.6954
C: 3.019 -3.994 -3.711  -0.0002
Si: 2.526 -2.538 -2.725  0.0410
C: 3.708 -2.672 -1.217  0.0216
C: 2.622 -0.902 -3.596  0.0044
N: 0.797 -2.567 -2.169  0.4663
C: 0.137 -3.771 -2.006  0.0474
C: -0.472 -4.176 -0.722  0.1398
C: -1.146 -5.412 -0.602  -0.0101
C: -1.168 -6.392 -1.595  0.1406
C: -0.536 -6.052 -2.809  -0.0143
C: -0.068 -4.807 -3.042  0.0998
F: 0.176 -4.444 -4.378  0.0258
H: 4.127 -3.970 -3.882  0.0000
H: 2.518 -4.128 -4.619  -0.0002
H: 2.827 -4.917 -3.120  0.0003
H: 4.792 -2.795 -1.435  0.0031
H: 3.480 -3.637 -0.682  -0.0003
H: 3.554 -1.869 -0.491  -0.0003
H: 3.479 -0.956 -4.304  0.0004
H: 2.746 -0.018 -2.953  0.0003
H: 1.835 -0.715 -4.327  0.0000
H: -0.395 -3.467 0.078  0.0049
H: -1.714 -5.685 0.290  -0.0023
H: -1.724 -7.360 -1.480  0.0064
H: -0.555 -6.778 -3.646  -0.0023
C: -0.304 4.144 3.086  0.0000
C: -1.052 2.924 2.431  0.0001
C: -2.387 2.757 3.181  0.0000
O: -1.161 3.114 1.082  0.0006
C: -0.811 1.902 0.410  0.0021
C: -0.058 1.055 1.436  0.0020
O: -0.247 1.804 2.624  0.0006
C: -0.525 -0.445 1.638  0.0116
O: -0.703 -1.047 0.396  0.1579
C: 0.461 -1.275 2.458  0.0021
C: 1.608 -0.812 3.091  0.0002
C: 2.373 -1.623 3.923  0.0003
C: 2.129 -3.035 3.972  -0.0002
C: 0.977 -3.497 3.379  0.0001
C: 0.120 -2.590 2.685  -0.0003
C: -1.915 -0.452 2.382  0.0038
C: -2.059 -0.527 3.774  0.0006
C: -3.354 -0.648 4.231  0.0003
C: -4.475 -0.881 3.453  0.0000
C: -4.320 -0.784 2.077  0.0001
C: -3.049 -0.517 1.609  0.0006
C: 0.007 2.166 -0.963  0.0091
O: 0.696 1.005 -1.369  0.1353
C: -0.995 2.567 -2.084  0.0020
C: -0.535 2.498 -3.382  0.0001
C: -1.447 2.885 -4.381  0.0000
C: -2.732 3.306 -4.100  0.0000
C: -3.181 3.309 -2.795  0.0001
C: -2.260 3.056 -1.766  0.0002
C: 1.125 3.343 -0.856  0.0035
C: 2.536 3.082 -0.807  -0.0001
C: 3.400 4.087 -0.921  0.0001
C: 3.001 5.396 -0.860  -0.0001
C: 1.654 5.767 -0.964  0.0003
C: 0.718 4.702 -0.836  0.0004
H: -0.996 5.025 2.948  0.0000
H: 0.538 4.394 2.480  0.0000
H: -0.122 4.020 4.186  0.0000
H: -2.887 3.745 3.078  0.0000
H: -2.211 2.512 4.202  0.0000
H: -3.049 2.004 2.730  0.0000
H: -1.793 1.517 0.062  -0.0003
H: 1.006 1.024 1.172  -0.0006
H: 1.903 0.232 3.048  0.0000
H: 3.191 -1.123 4.510  0.0000
H: 2.857 -3.696 4.433  0.0000
H: 0.741 -4.510 3.448  0.0000
H: -0.885 -2.845 2.343  0.0000
H: -1.229 -0.476 4.557  0.0000
H: -3.430 -0.584 5.309  0.0001
H: -5.399 -1.078 3.919  0.0000
H: -5.134 -0.799 1.367  0.0000
H: -2.955 -0.409 0.480  -0.0002
H: 0.452 2.086 -3.589  -0.0001
H: -0.956 3.049 -5.342  0.0000
H: -3.391 3.668 -4.859  0.0000
H: -4.205 3.409 -2.493  0.0000
H: -2.457 3.145 -0.668  0.0000
H: 2.964 2.076 -0.789  -0.0003
H: 4.479 3.761 -1.017  0.0000
H: 3.773 6.224 -0.756  0.0000
H: 1.277 6.758 -1.095  0.0000
H: -0.273 4.992 -0.665  0.0000

---

# 8
C30H26BrN5O5Ta | ωB97M-V with the def2-TZVPD basis set

Properties
2S+1	1
charge	+3
HOMO (alpha / beta)	-15.0 / -14.0	eV
Kohn-Sham gap (alpha / beta)	4.0 / 1.6	eV
electronic energy	-4438.81794	a.u.

Last column: Mulliken charge in e.
Cartesian coordinates (Å):
Ta: -1.824 -0.773 -0.008  1.3861
C: -4.351 0.048 2.730  -1.3605
C: -4.268 -0.644 1.383  0.8357
C: -3.725 -1.974 1.207  -0.7649
C: -3.731 -2.544 -0.138  0.8910
C: -3.180 -3.926 -0.578  -1.5062
C: -4.196 -1.735 -1.192  -0.6274
C: -4.850 -0.487 -1.043  0.5991
C: -5.300 0.360 -2.205  -1.5659
C: -4.748 0.053 0.239  -0.7091
H: -5.278 0.618 2.882  0.4186
H: -3.519 0.761 2.746  0.2183
H: -4.210 -0.637 3.577  0.3920
H: -3.456 -2.525 2.096  0.6138
H: -3.839 -4.777 -0.450  0.4297
H: -2.313 -4.087 0.019  0.4113
H: -2.964 -3.828 -1.633  0.3895
H: -4.130 -2.225 -2.174  0.4625
H: -4.718 1.269 -2.230  0.3765
H: -6.328 0.597 -2.279  0.4053
H: -5.020 -0.160 -3.132  0.4244
H: -5.176 1.010 0.429  0.6560
C: -0.106 -1.334 3.116  -1.0236
C: 0.042 -2.352 2.054  0.4110
N: -0.452 -2.090 0.790  -0.0524
C: -0.239 -3.238 -0.043  -0.9292
C: 0.308 -4.170 0.727  0.6937
N: 0.510 -3.589 2.003  -0.0420
C: 0.781 -5.611 0.670  0.5747
O: 0.740 -6.185 -0.501  -0.4351
O: 1.273 -6.075 1.642  -0.4932
C: -0.669 -2.972 -1.482  0.8448
O: -0.412 -3.573 -2.474  -0.5227
O: -1.500 -1.913 -1.553  -0.5051
H: -0.980 -1.672 3.742  0.2782
H: -0.222 -0.341 2.672  0.0762
H: 0.752 -1.306 3.739  0.5181
H: 0.909 -4.207 2.737  0.3457
H: 0.286 -5.705 -1.228  0.3417
Br: 8.700 6.358 0.828  -0.0539
C: 7.400 5.023 0.332  -0.0685
C: 6.698 4.385 1.297  -0.4271
C: 5.581 3.619 0.949  -0.2548
C: 5.361 3.375 -0.428  0.5609
C: 6.205 3.890 -1.424  -0.5991
C: 7.262 4.706 -1.003  -0.3273
N: 4.017 3.052 -0.765  -0.0581
N: 3.064 3.747 -0.231  -0.3429
C: 1.737 3.156 -0.430  -0.1134
C: 0.934 3.589 0.604  -0.2222
C: -0.172 2.955 1.055  -1.3438
C: -0.364 1.762 0.390  0.4212
O: -1.466 0.911 0.812  -0.3829
C: 0.225 1.343 -0.769  0.8742
N: -0.243 0.184 -1.338  -0.2002
C: 0.218 -0.150 -2.560  0.0041
C: 1.212 0.574 -3.151  -1.3588
C: 1.832 1.606 -2.461  0.0224
C: 1.311 2.035 -1.232  0.0581
H: 6.896 4.612 2.328  0.4322
H: 4.942 3.212 1.745  0.3370
H: 6.085 3.752 -2.504  0.3529
H: 7.985 5.068 -1.732  0.4221
H: 1.369 4.491 1.014  0.5823
H: -0.811 3.162 1.889  0.5929
H: -0.188 -0.993 -3.120  0.6144
H: 1.598 0.343 -4.119  0.4561
H: 2.713 2.169 -2.834  0.5658

---

Which value of charge does entry 5 give?
0